The following is a quantum chemistry calculation of a 4-piece molecular cluster, C32H39BrO10S3 overall, from the Open Molecules 2025 dataset.

Summary:
- E_HOMO (eV) = -8.65
- SMILES string = CCCOC[C@@H]1[C@@H](Br)[C@](S)(CSCC)OS(=O)(=O)[C@@H]1CCC.O=C1C=CC(=O)C=C1.O=C1C=CC(=O)C=C1.O=C1C=CC(=O)C=C1
- total energy (Eh) = -5763.6049
- Kohn-Sham gap (eV) = 6.85
- 2S+1 = 1
- charge = 0

Each line ends with the Mulliken charge.
Atoms and positions in Å:
Br 0.22978 -2.99366 -1.48431  0.007
S 1.46730 -0.70002 0.49128  -0.126
S 4.08207 -2.58297 1.25703  -0.052
S -0.21940 -2.64056 3.27310  1.452
O 8.02965 -2.04980 1.02683  -0.507
O 12.43669 -4.74799 2.17513  -0.542
O 1.16202 -2.36682 2.54374  -0.274
O -6.59220 7.26820 -6.55303  -0.536
O -4.59080 6.13508 -1.78574  -0.490
O -0.07817 -2.04981 4.55758  -0.743
O -0.26492 5.53383 1.47617  -0.556
O -3.39303 1.83150 -0.65132  -0.480
O -2.96511 -2.99300 -0.91196  -0.368
O -0.55145 -4.02675 3.14172  -0.688
C -2.68227 2.68383 -0.15904  0.405
C 10.35245 -2.27763 0.71312  -0.367
C -3.94678 -1.56218 -2.58534  -0.504
C -3.59838 -1.74246 -1.11524  0.569
C 0.00827 -3.01318 0.45216  -2.238
C -0.54739 3.27072 0.89719  -0.138
C -3.12159 4.09716 -0.06520  -0.675
C -1.31779 -2.29420 0.79600  1.182
C -3.75321 -0.12140 -3.04172  -1.063
C -5.05087 6.39487 -2.87867  0.445
C 4.99636 -2.69964 -0.30980  -0.224
C -2.33410 5.02622 0.46896  -0.500
C -1.32755 -1.72194 2.25094  0.045
C 2.48581 -3.30408 0.83532  -1.212
C -2.67329 -1.63539 2.98457  -1.641
C -6.94232 6.29949 -4.43568  -0.379
C 11.42828 -4.13008 1.91374  0.343
C -1.33333 2.34083 0.36261  -0.162
C -3.52432 -0.47479 2.44696  0.690
C 11.45898 -2.95586 1.00269  -0.353
C 9.04057 -2.66634 1.28924  0.407
C -6.43908 6.01432 -3.23832  -0.325
C 9.00764 -3.83830 2.20045  -0.288
C -4.24191 7.10281 -3.90120  -0.327
C -6.13486 7.00927 -5.46230  0.341
C -0.98651 4.68919 0.99194  0.125
C 5.03350 -1.38631 -1.08470  -1.149
C 1.27418 -2.41309 1.10238  1.177
C -2.52075 -3.19170 0.41890  -1.064
C -4.74421 7.38835 -5.09890  -0.390
C -3.20004 0.87262 3.11208  -1.177
C 10.11430 -4.51652 2.49015  -0.349
H -2.45968 -1.45200 4.04017  0.600
H 0.44011 3.05143 1.28335  0.470
H -3.34618 -0.38142 1.37273  -0.586
H 5.14248 -0.54401 -0.40479  0.259
H 2.46734 -3.63669 -0.19898  0.502
H -2.94089 -0.92239 -0.80499  -0.374
H -1.33742 -1.43311 0.13338  0.089
H -2.63284 6.06408 0.54234  0.472
H -3.35791 -3.04455 1.10354  0.468
H -4.49873 -1.68927 -0.48365  0.211
H -7.00508 5.49769 -2.47366  0.429
H 4.12864 -1.25303 -1.67795  0.297
H -2.63994 0.73130 4.03898  0.377
H -1.03314 1.30253 0.27480  0.338
H 2.35512 -4.17968 1.47446  0.309
H 4.54332 -3.49535 -0.89976  0.403
H 2.30677 -0.34961 1.47062  0.206
H 5.88033 -1.37939 -1.77455  0.390
H -4.96052 -1.91395 -2.78322  0.292
H 8.03743 -4.09703 2.60600  0.443
H -4.10749 1.41925 3.36395  0.340
H -3.23281 7.36657 -3.61126  0.417
H 6.00056 -2.99417 -0.01708  0.206
H -2.59849 1.50960 2.46650  0.162
H -2.23514 -4.24303 0.47889  0.247
H -3.21350 -2.57697 2.96609  0.597
H -4.57391 -0.72707 2.59216  0.367
H -7.95125 6.03423 -4.72457  0.402
H -4.17723 7.90383 -5.86348  0.400
H 12.42831 -2.69498 0.59742  0.399
H -4.59346 0.51635 -2.77026  0.258
H -3.27873 -2.21646 -3.15212  0.268
H -2.83912 0.30038 -2.62684  0.223
H 10.34704 -1.41964 0.05296  0.418
H -3.67173 -0.08211 -4.13011  0.427
H -4.10426 4.32302 -0.45573  0.611
H -0.03937 -4.06492 0.72549  0.829
H -0.89988 -0.71761 2.20835  0.127
H 10.11900 -5.37367 3.15130  0.405


The following is a quantum chemistry calculation of C32H39HgIN6S as an isolated structure in a non-equilibrium geometry, from the Open Molecules 2025 dataset.

Summary:
- E_HOMO (alpha / beta) (eV) = -2.19 / -4.01
- total energy (Eh) = -2420.7031
- Kohn-Sham gap (alpha / beta) (eV) = 4.51 / 6.32
- 2S+1 = 2
- charge = -1

Each line ends with the Mulliken spin population.
Atoms and positions in Å:
Hg 0.08773 1.20332 0.88155  -0.020
I 3.68967 2.39197 -1.72422  0.001
S -3.59547 -1.88276 2.48667  0.000
N 1.83863 3.31714 1.42014  0.022
N 2.46043 0.92561 2.10517  -0.007
N -0.64737 3.76926 0.00966  0.005
N -1.84102 -0.75629 0.98924  0.018
N -0.13666 1.25627 -1.39096  0.221
N 1.57045 -0.33900 -0.05369  0.189
C 2.31727 -1.42991 -2.05259  0.081
C 1.45617 -0.49760 -1.38204  0.234
C -1.71300 -3.85239 -2.89749  -0.011
C -2.09747 0.52066 3.04473  -0.001
C -0.68884 -2.88903 -3.46980  0.005
C 3.37919 -1.85476 0.06358  0.181
C 1.53680 4.62450 0.86705  -0.002
C -3.22965 -2.62181 0.95862  0.006
C -0.67664 2.40197 -2.08306  -0.035
C 2.54955 -0.89201 0.64907  -0.075
C 3.80442 -0.95902 2.89571  0.014
C -1.73042 -2.24703 -0.91705  -0.053
C -2.42885 -0.61229 2.14848  0.000
C -3.19885 -4.14112 -0.86209  0.000
C -3.70281 -3.77629 0.34946  0.000
C 2.88579 -0.23513 1.96105  -0.051
C 0.61178 0.43533 -2.08799  0.084
C -2.26076 -1.85517 0.29980  0.017
C 0.57952 4.47198 -0.31734  0.008
C -2.91202 -3.93147 -3.85965  0.000
C -2.78661 0.63452 4.26583  0.000
C -2.21307 -3.39140 -1.53526  0.033
C 0.70956 0.61628 -3.57815  0.021
C -1.05727 -5.22922 -2.77571  0.000
C 2.74525 3.25176 2.55445  0.000
C 3.23279 -2.13589 -1.29888  0.057
C -0.88087 2.48547 3.56483  0.001
C -2.50867 1.66110 5.12570  0.000
C -1.07035 1.41802 2.68826  0.004
C -1.56351 2.63271 4.73788  0.000
C -1.44560 3.32563 -1.12143  0.013
C 2.66473 1.85738 3.19582  0.003
H 2.41031 5.16140 0.48468  0.000
H 3.52921 1.65605 3.81397  0.001
H 3.58535 -2.02556 2.94563  -0.006
H 1.75795 1.81784 3.81908  -0.001
H -0.95287 -1.62529 -1.33850  0.007
H -3.01945 1.74191 6.06879  0.000
H 3.77928 3.44099 2.24660  0.001
H -0.76115 -5.58300 -3.76214  0.000
H 1.33611 1.48367 -3.80512  0.004
H -1.09375 -1.89418 -3.60932  -0.009
H -0.34160 -3.24365 -4.44110  0.002
H 1.07121 5.25563 1.65013  0.000
H 3.89889 -2.82061 -1.78581  0.009
H 4.20499 -2.28925 0.62213  0.025
H 2.44346 4.00014 3.29796  0.000
H 1.09161 3.88013 -1.06906  -0.005
H -0.16349 -5.20880 -2.15991  0.000
H -3.68948 -4.58530 -3.48196  0.000
H 2.28339 -1.57833 -3.12876  0.004
H 4.85272 -0.89313 2.57775  0.000
H -1.73972 -5.98105 -2.35405  0.000
H 3.73188 -0.52696 3.90451  0.001
H -1.39960 3.48464 5.38135  0.000
H -1.41837 2.13925 -2.86554  0.010
H -4.46260 -4.38686 0.82689  0.000
H 0.09835 2.97591 -2.59740  0.000
H -2.59064 -4.32738 -4.80259  0.000
H 2.26488 2.76334 0.67668  -0.002
H -0.14763 3.21961 3.26082  -0.001
H -0.28390 0.75087 -3.98817  0.013
H 1.17277 -0.22187 -4.10207  -0.012
H -1.19785 4.24067 0.73334  -0.001
H -1.85230 4.15221 -1.72445  0.002
H -3.34400 -2.95743 -3.99889  0.000
H -2.28214 2.76266 -0.69261  -0.001
H -3.55610 -0.09832 4.50963  0.000
H -3.55549 -5.03603 -1.35167  0.000
H 0.20078 -2.77702 -2.84312  0.000
H 0.40508 5.46183 -0.77307  0.000


The following is a quantum chemistry calculation of one molecule with the formula C32H39N3O5, from the Open Molecules 2025 dataset.

Summary:
- E_HOMO (eV) = -8.21
- SMILES string = CCO[C@@H]1OC(C(=O)N2CCN(Cc3ccccc3)CC2)=C[C@H](c2cn(C(C)=O)c3ccccc23)[C@H]1CCCO
- total energy (Eh) = -1783.2759
- Kohn-Sham gap (eV) = 8.83
- 2S+1 = 1
- ΔE to the lowest compared entry with this formula, charge and spin (eV) = 0.0177
- charge = 0

Each line ends with the natural charge from an NBO analysis.
Atoms and positions in Å:
O 3.47418 3.10649 1.58301  -0.580
O -2.93871 -1.41869 -0.21968  -0.519
O -1.31318 -3.64092 -2.04799  -0.604
O -1.09491 4.26414 2.10526  -0.730
O -4.55516 0.01226 0.46592  -0.533
N 1.65312 2.22729 0.56539  -0.417
N -0.87706 -3.60969 0.17076  -0.424
N 1.66119 -3.63277 1.38215  -0.443
C 0.98567 1.95149 -1.58247  -0.022
C 2.36220 2.64167 1.67908  0.722
C -2.49592 0.98913 -0.20608  -0.236
C -0.04528 1.45253 -0.71017  -0.067
C 1.64353 2.48948 2.99260  -0.733
C 0.82429 -2.44929 1.45488  -0.234
C 3.07209 -3.34793 1.62579  -0.229
C -1.75712 -1.61796 -0.87119  0.226
C 4.58160 -1.71867 -1.45419  -0.222
C -1.32127 0.81593 -1.18242  -0.267
C -3.19332 2.34640 -0.35153  -0.389
C -2.35987 3.53261 0.13386  -0.438
C 4.64746 -0.39153 -1.06699  -0.214
C 1.41309 -4.37324 0.15768  -0.235
C -5.67313 -0.84731 0.26330  -0.066
C -0.05615 -4.80001 0.10639  -0.230
C 3.26309 3.06068 -2.67828  -0.218
C 3.17062 2.99584 -1.30070  -0.219
C 3.75178 -0.98593 1.07496  -0.223
C -3.51639 -0.13732 -0.43667  0.405
C 4.24777 -0.02904 0.20775  -0.202
C 0.40833 1.61635 0.55687  -0.012
C 2.02754 2.42852 -0.76091  0.135
C 2.24663 2.57962 -3.50034  -0.209
C -1.30975 -3.05461 -0.98315  0.643
C 1.10100 2.02732 -2.96616  -0.226
C -1.01858 -0.64497 -1.39103  -0.266
C 4.10830 -2.67781 -0.57540  -0.168
C -2.25487 3.59237 1.66188  -0.056
C 3.67249 -2.32095 0.69545  -0.061
C -6.60936 -0.35603 -0.83634  -0.638
C -0.64646 -2.86907 1.38804  -0.215
H -0.06607 1.35216 1.47853  0.218
H 4.08726 -3.71544 -0.87716  0.201
H 2.28122 2.88113 3.78039  0.245
H -0.11372 -0.88722 -1.92431  0.234
H -7.49189 -0.98857 -0.86715  0.218
H -1.58815 1.26976 -2.14608  0.219
H -2.17825 2.58816 2.08082  0.168
H 3.15139 -2.99870 2.66002  0.200
H -0.27214 -5.31727 -0.82882  0.245
H 2.05334 -5.25786 0.15273  0.205
H 1.62617 -3.77209 -0.74283  0.179
H -1.30087 -2.00072 1.43494  0.223
H 3.95695 3.37310 -0.66861  0.249
H 1.02828 -1.73892 0.63300  0.183
H 3.43743 -0.69513 2.06830  0.204
H 2.35934 2.64410 -4.57255  0.212
H 4.33055 0.99760 0.52771  0.227
H -1.09874 5.15927 1.74919  0.470
H 5.01653 0.35817 -1.75073  0.218
H -2.14565 0.86172 0.81987  0.207
H 0.31429 1.65770 -3.60668  0.214
H 4.90636 -2.01139 -2.44212  0.212
H 4.14439 3.49372 -3.12753  0.215
H -6.19169 -0.84549 1.22486  0.189
H -2.81524 4.45710 -0.23024  0.203
H -3.15344 4.06259 2.08416  0.164
H -5.32398 -1.86252 0.04921  0.186
H -3.44470 2.49566 -1.40448  0.204
H 3.61122 -4.29512 1.54193  0.205
H 1.42741 1.44319 3.19734  0.226
H -6.12571 -0.39300 -1.80937  0.206
H 0.71122 3.05228 2.96699  0.266
H -6.91368 0.66847 -0.63653  0.211
H -3.87229 -0.10351 -1.48471  0.145
H -0.29469 -5.44367 0.95628  0.199
H -0.87276 -3.53016 2.23004  0.203
H -1.35414 3.47075 -0.28394  0.221
H 1.02161 -1.94787 2.40538  0.199
H -4.12663 2.31162 0.21279  0.224


The following is a quantum chemistry calculation of C32H40AuBr2N2P2Si2 as an isolated structure in a non-equilibrium geometry, from the Open Molecules 2025 dataset.

Summary:
- E_HOMO (alpha / beta) (eV) = -10.62 / -10.61
- total energy (Eh) = -7898.1012
- Kohn-Sham gap (alpha / beta) (eV) = 4.84 / 4.80
- 2S+1 = 1
- charge = +1

Each line ends with the Mulliken charge.
Atoms and positions in Å:
Au -0.95850 -1.27937 -0.79752  1.387
Br -1.41430 -3.65827 -1.26692  -0.535
Br -3.90350 -1.07077 -1.99562  0.183
P -0.76100 0.30993 1.33858  2.226
P 0.89970 0.73133 -1.34512  0.670
Si -2.84860 -1.69847 2.30768  -0.169
Si 1.63820 -1.58037 -3.22272  0.051
N -1.87600 -0.85177 1.10998  0.161
N 0.84630 -0.80327 -1.84342  -0.235
C 0.85820 -0.21867 3.61088  -0.944
C 4.47040 0.68323 0.61888  -0.757
C 2.29710 -3.20657 -2.47702  -1.035
C -4.26560 -2.86277 -1.82582  -0.450
C -0.79040 2.60973 3.05618  -0.389
C -1.43930 1.76743 2.15678  0.543
C 1.64570 2.48473 -3.40332  -0.655
C -2.27990 -1.10147 4.02388  -1.007
C 3.60260 2.92893 0.68648  -0.835
C -3.42040 3.12443 2.29668  -0.859
C 0.11550 3.09873 -5.15132  -0.564
C 1.39280 3.11343 -4.61072  -0.605
C -0.92140 2.47163 -4.47522  -0.679
C 0.60670 1.84763 -2.73222  0.705
C 3.05280 -0.47327 -3.84962  -1.004
C 1.78910 -0.99937 4.27728  -0.757
C 0.29680 -1.84507 -4.54602  -1.011
C -0.57490 0.67473 -0.37622  -1.601
C 4.58460 2.00573 1.02018  -0.625
C 2.48090 -2.00197 3.61778  -0.800
C -2.79760 3.92973 3.23968  -0.520
C 2.49730 2.52723 -0.04062  -0.508
C -1.48470 3.67513 3.60558  -0.794
C 0.62890 -0.43797 2.25738  1.665
C -2.64500 -3.58187 2.11258  -0.992
C -4.63860 -1.15457 1.90578  -1.062
C 1.32350 -1.44607 1.59608  -1.308
C -2.74660 2.04673 1.75668  -0.861
C 3.37600 0.27343 -0.12202  -0.178
C 2.40010 1.20263 -0.45932  0.737
C 2.24490 -2.22307 2.27098  -0.684
C -0.67820 1.83803 -3.27132  -0.730
H -4.54570 -3.22177 -0.85652  0.399
H -0.65700 -2.12657 -4.10932  0.207
H 3.27270 -0.74917 -0.45582  0.431
H 0.24560 2.45273 3.32088  0.493
H -1.91590 2.46783 -4.89532  0.442
H -4.87090 -0.20877 2.38758  0.329
H 1.95270 -0.83347 5.33008  0.487
H -4.45130 -3.41937 -2.72262  0.369
H -4.43090 3.33823 1.98748  0.440
H 5.44170 2.31903 1.59858  0.438
H 3.66800 -0.08327 -3.04252  0.274
H 3.18880 -2.61927 4.15208  0.439
H 2.64510 -3.86457 -3.26632  0.435
H 3.70710 3.96013 0.98848  0.469
H 2.67010 0.36963 -4.41772  0.273
H -1.60510 -3.88287 2.20438  0.307
H -3.32790 4.76483 3.67428  0.413
H 5.24120 -0.02567 0.87838  0.485
H 0.59650 -2.64407 -5.21492  0.410
H -2.99760 -3.92557 1.14588  0.213
H -2.95390 -1.43987 4.80268  0.539
H -0.07310 3.57003 -6.10472  0.415
H 3.69480 -1.04877 -4.50932  0.512
H 2.76060 -3.01297 1.74918  0.522
H -1.47330 1.33733 -2.73342  0.293
H 0.29580 0.52613 4.15428  0.552
H -3.22190 -4.09737 2.87368  0.405
H 1.70480 3.22003 -0.30022  0.537
H 2.19410 3.60383 -5.14472  0.432
H 3.12480 -3.04307 -1.78902  0.282
H -1.00240 4.31413 4.33078  0.448
H -4.79390 -1.02377 0.83888  0.226
H -2.24070 -0.01637 4.07178  0.304
H -1.29320 -1.48907 4.25828  0.279
H 1.12080 -1.63627 0.54918  0.429
H -5.35060 -1.89387 2.25738  0.413
H 1.50960 -3.73047 -1.94262  0.233
H 0.13290 -0.94797 -5.13832  0.285
H -3.20920 1.40413 1.01958  0.484
H 2.64340 2.48653 -2.98412  0.484